11
Properties=species:S:1:pos:R:3:nbo_charge:R:1 method="wB97M-V/def2-TZVPD" relative_energy_kcal_mol=41.25 homo_ha=-0.30207 lumo_ev=-0.808 homo_lumo_gap_ev=7.41
C 1.09926 0.24696 0.16764 -0.18
C 0.56419 -0.46240 -0.82450 -0.23
C -0.31437 0.81292 0.52110 -0.45
C -0.84183 -0.08975 -0.59334 -0.51
O -0.54329 2.23281 -2.52230 -0.97
P -1.52894 1.19675 -2.30878 1.27
H 2.07107 0.42413 0.71612 0.22
H 0.98816 -1.18312 -1.52015 0.20
H -0.59674 0.48112 1.56701 0.21
H -0.38456 1.96414 0.50272 0.22
H -1.52176 -0.90746 -0.34412 0.22

---

20
Properties=species:S:1:pos:R:3:nbo_charge:R:1 method="wB97M-V/def2-TZVPD" relative_energy_kcal_mol=27.03 smiles="C1CC2=C(C1)CCC2" homo_ha=-0.30302 lumo_ev=1.129 homo_lumo_gap_ev=9.37
C 1.08458 -1.58126 -1.11595 -0.40
C -0.17809 -0.73852 -1.71132 -0.42
C -0.48822 0.15373 -0.47070 -0.01
C 0.62455 0.30748 0.29285 0.00
C 1.77132 -0.59311 -0.22449 -0.43
C 0.32004 1.11051 1.61494 -0.41
C -1.28087 0.98494 1.46965 -0.37
C -1.59952 0.88925 0.04123 -0.44
H 0.65493 -2.34467 -0.49047 0.20
H 1.54432 -2.24801 -1.83138 0.22
H 0.13264 -0.23632 -2.64955 0.21
H -1.03163 -1.53110 -2.05125 0.21
H 2.51991 0.00733 -0.87862 0.20
H 2.31561 -0.94031 0.71892 0.21
H 0.64541 0.59496 2.44419 0.21
H 0.54152 2.11854 1.63470 0.20
H -1.66838 0.00802 1.90389 0.19
H -1.83068 1.71836 2.03300 0.20
H -1.38826 1.85931 -0.45888 0.21
H -2.68919 0.46086 -0.27075 0.21

---

50
Properties=species:S:1:pos:R:3:nbo_charge:R:1 method="wB97M-V/def2-TZVPD" charge=+1 relative_energy_kcal_mol=17.72 smiles=c1ccc2c(c1)CCO[C@H]2CNCCC[NH+]1CCCCC1 homo_ha=-0.42779 lumo_ev=-2.069 homo_lumo_gap_ev=9.57
C 3.18234 -3.20278 1.34861 -0.18
C 1.80861 -3.35969 1.42719 -0.21
C 1.01375 -2.29326 1.80790 -0.23
C 1.58202 -1.05751 2.09951 -0.11
C 2.96718 -0.91113 2.05349 0.07
C 3.75694 -1.98946 1.68060 -0.22
C 3.54901 0.39655 2.49914 -0.48
C 2.62273 0.96677 3.57284 -0.06
O 1.33808 1.22069 3.04666 -0.53
C 0.70174 0.12457 2.41582 0.08
C 0.13106 0.71168 1.09840 -0.22
N -0.78553 -0.14511 0.35697 -0.66
C -2.08812 -0.38103 0.99722 -0.23
C -3.11259 -0.79999 -0.06165 -0.43
C -3.35412 0.32170 -1.06990 -0.21
N -2.08140 0.69964 -1.72840 -0.44
C -1.78619 -0.13029 -2.91231 -0.22
C -0.36839 0.13915 -3.39982 -0.42
C -0.20721 1.61494 -3.75002 -0.40
C -0.58405 2.46942 -2.54415 -0.42
C -1.99267 2.13175 -2.07161 -0.22
H 3.80503 -4.03326 1.05487 0.22
H 1.35695 -4.31466 1.20562 0.22
H -0.05298 -2.44005 1.91863 0.20
H 4.83002 -1.87338 1.65835 0.22
H 4.55346 0.25509 2.89673 0.23
H 3.60710 1.10146 1.66461 0.22
H 2.97199 1.93422 3.93587 0.21
H 2.56146 0.26562 4.41721 0.17
H -0.13541 -0.20398 3.05485 0.18
H -0.37634 1.64588 1.34937 0.21
H 0.97735 0.94367 0.44530 0.21
H -0.32076 -1.03749 0.18565 0.40
H -2.40570 0.55244 1.46811 0.21
H -2.03718 -1.14485 1.77941 0.21
H -2.76790 -1.70345 -0.56744 0.21
H -4.05574 -1.03879 0.42819 0.25
H -4.08903 0.02474 -1.82183 0.23
H -3.74324 1.19527 -0.54339 0.22
H -1.32845 0.45257 -0.94201 0.48
H -1.90357 -1.18096 -2.64402 0.22
H -2.50652 0.10990 -3.69962 0.22
H -0.16898 -0.48088 -4.27297 0.24
H 0.34662 -0.13842 -2.62246 0.21
H 0.82069 1.81909 -4.04498 0.23
H -0.85073 1.86503 -4.59479 0.21
H -0.54202 3.52685 -2.80221 0.24
H 0.12348 2.29633 -1.73087 0.21
H -2.24147 2.72028 -1.18680 0.22
H -2.72134 2.35512 -2.85589 0.21

---

94
Properties=species:S:1:pos:R:3:lowdin_charge:R:1 method="wB97M-V/def2-TZVPD" relative_energy_kcal_mol=35.84 homo_ha="-0.25935 / -0.25935" lumo_ev="-0.840 / -0.841" homo_lumo_gap_ev="6.22 / 6.22"
Pt -2.39451 -0.25190 -1.63904 0.98
Br 1.04207 6.54603 4.66678 0.72
C 0.92631 4.65459 4.80411 -0.68
C 1.35579 3.87851 3.73952 -0.11
C 1.28788 2.50694 3.84242 -0.01
C 0.82048 1.90244 5.01975 -0.30
C 0.39768 2.70638 6.08211 -0.03
C 0.42654 4.08017 5.96211 -0.13
N 0.96677 0.53908 5.18626 0.07
N 0.64873 -0.31411 4.34714 0.06
C -0.23409 -0.07900 3.32439 -0.27
C -1.38409 0.70429 3.48567 -0.01
C -2.34222 0.79600 2.50742 0.00
C -2.19702 0.16797 1.25129 -0.39
O -3.12450 0.16875 0.39027 -0.16
C -0.94736 -0.54103 1.02636 -0.17
N -0.70864 -1.00913 -0.21123 0.01
C 0.40603 -1.65873 -0.46689 -0.15
C 1.36140 -1.92104 0.52144 -0.05
C 1.15117 -1.45839 1.79544 0.00
C -0.01530 -0.72545 2.08053 -0.10
H 1.73066 4.33555 2.83531 0.09
H 1.61288 1.88489 3.01931 0.12
H 0.01347 2.24592 6.98022 0.11
H 0.07425 4.70327 6.76884 0.10
H -1.55224 1.19623 4.43494 0.12
H -3.25692 1.33826 2.68268 0.12
H 0.55293 -1.98881 -1.48700 0.11
H 2.25217 -2.47157 0.26610 0.10
H 1.85606 -1.64041 2.59289 0.11
C -1.21422 -5.75722 2.23294 -0.11
C -2.25817 -4.96222 3.01012 -0.25
C -3.40604 -4.42640 2.14449 -0.18
C -3.04964 -3.21975 1.26960 -0.18
N -2.34446 -3.62513 0.07382 0.05
C -2.61881 -3.24504 -1.17360 -0.79
S -3.94142 -2.25398 -1.59385 0.68
N -1.87326 -3.71071 -2.19011 0.00
C -0.74222 -4.60915 -2.12157 -0.20
C -1.16086 -6.08201 -2.04504 -0.19
C 0.02799 -7.02759 -2.20896 -0.26
C 1.12739 -6.79046 -1.18165 -0.10
H -0.54791 -6.28034 2.91494 0.08
H -0.59716 -5.10592 1.61770 0.05
H -1.69924 -6.49890 1.60102 0.07
H -1.77186 -4.14112 3.53996 0.11
H -2.68587 -5.61859 3.76954 0.11
H -4.22142 -4.12632 2.80317 0.11
H -3.77915 -5.22926 1.50459 0.11
H -2.43209 -2.51990 1.84375 0.12
H -3.94750 -2.69002 0.94558 0.09
H -1.52697 -4.19639 0.23524 0.10
H -2.20026 -3.42657 -3.10311 0.12
H -0.12877 -4.33493 -1.25840 0.09
H -0.14693 -4.45247 -3.02307 0.14
H -1.88334 -6.27721 -2.84012 0.12
H -1.65494 -6.26715 -1.09064 0.10
H 0.43592 -6.91283 -3.21422 0.11
H -0.32789 -8.05346 -2.11273 0.11
H 1.60653 -5.82843 -1.33284 0.06
H 1.89431 -7.55493 -1.26417 0.07
H 0.72509 -6.81718 -0.17231 0.07
C 4.85939 5.20805 -1.01190 -0.05
C 3.37055 5.23019 -0.82451 -0.24
C 2.83266 5.99874 0.19807 -0.06
C 1.46917 6.00938 0.43454 -0.10
C 0.63324 5.27035 -0.37575 -0.02
C 1.14645 4.51403 -1.43135 -0.20
N 0.22882 3.77126 -2.17646 0.10
C 0.13179 3.62916 -3.52518 -0.20
C 0.74978 4.53902 -4.39936 -0.03
C 0.59893 4.42543 -5.76077 -0.08
C -0.16703 3.39626 -6.29923 -0.09
C -0.77869 2.48796 -5.46064 -0.02
C -0.64950 2.58164 -4.07483 -0.07
C -1.30664 1.57353 -3.22349 -0.59
O -1.78198 0.51402 -3.71704 -0.09
O -1.36569 1.74853 -1.96646 -0.09
C 2.53195 4.46689 -1.64421 -0.17
C 3.13288 3.56961 -2.68540 -0.03
H 5.33019 5.93168 -0.35057 0.07
H 5.12603 5.44640 -2.04021 0.08
H 5.26451 4.22282 -0.77647 0.08
H 3.49459 6.57915 0.82380 0.11
H 1.06394 6.59708 1.24520 0.09
H -0.43333 5.26387 -0.21124 0.11
H -0.46284 3.23032 -1.65419 0.12
H 1.31719 5.35441 -3.97616 0.12
H 1.06485 5.15401 -6.41126 0.11
H -0.28310 3.32576 -7.36990 0.10
H -1.38050 1.68849 -5.86542 0.12
H 2.42684 2.80484 -2.99844 0.08
H 4.02127 3.07978 -2.28986 0.08
H 3.43107 4.13323 -3.57056 0.09

---

23
Properties=species:S:1:pos:R:3:nbo_charge:R:1 method="wB97M-V/def2-TZVPD" charge=-2 homo_ha=0.04474 lumo_ev=4.938 homo_lumo_gap_ev=3.72
Ag 0.77875 -1.61410 -0.51380 0.86
O 2.87977 -0.45251 -0.84560 -1.31
H 2.25367 0.25441 -1.06722 0.37
O 0.29355 -3.93276 0.09825 -1.31
H -0.40022 -3.52157 0.62774 0.38
O 2.24403 -2.11042 1.85534 -1.27
H 1.60270 -1.88798 2.53101 0.33
C -0.56593 0.57678 1.95903 0.78
O -0.12508 0.57549 0.80132 -0.69
N -1.19732 1.66547 2.48934 -0.86
N -0.31255 -0.46233 2.75979 -0.82
H -1.49971 2.29076 1.76022 0.39
H -1.59576 1.75944 3.40011 0.38
H 0.17782 -1.27971 2.38989 0.46
H -0.63531 -0.41735 3.70826 0.36
C -0.67325 0.64172 -2.60037 0.76
O -1.00161 -0.48079 -2.21708 -0.67
N -0.27369 1.57659 -1.70803 -0.87
N -0.56490 0.97270 -3.91894 -0.86
H -0.33066 1.24451 -0.73899 0.46
H -0.12591 2.52492 -1.98427 0.36
H -0.15082 1.83215 -4.21175 0.37
H -0.77754 0.24456 -4.57422 0.40

---

42
Properties=species:S:1:pos:R:3:nbo_charge:R:1 method="wB97M-V/def2-TZVPD" charge=+2 relative_energy_kcal_mol=49.84 homo_ha="-0.55842 / -0.57004" multiplicity=2 lumo_ev="-9.006 / -9.036" homo_lumo_gap_ev="6.19 / 6.48"
C 0.45022 -0.55102 -3.16112 -0.84
C -1.91529 0.97624 -2.41868 -0.79
H 0.70770 0.17478 -4.08915 0.35
H -0.51166 -1.22072 -3.51714 0.31
H 0.94425 -0.99386 -2.32287 0.26
H -1.61857 1.88090 -1.88295 0.25
H -1.90238 0.92404 -3.56214 0.31
H -2.44104 -0.08943 -2.08392 0.33
C 2.78080 -0.21361 -0.80901 0.08
C 3.98779 -0.13566 -0.08293 -0.21
C 4.09543 0.77113 0.94829 -0.11
C 2.97025 1.54898 1.25064 -0.18
H 2.68903 -0.89954 -1.66874 0.22
H 4.82391 -0.77054 -0.34628 0.26
H 5.01952 0.86818 1.54867 0.27
H 3.01302 2.23868 2.04621 0.24
N 1.71460 0.54076 -0.53577 -0.50
C 1.76615 1.35564 0.49663 0.18
C 0.49509 2.03669 0.85281 0.19
N -0.57635 1.70552 0.10993 -0.51
C -1.74467 2.14907 0.49279 0.07
C -0.86181 3.45098 2.28851 -0.11
C -1.97303 3.03590 1.55502 -0.20
H -2.63489 1.81308 -0.11119 0.22
H -2.95894 3.39621 1.78650 0.26
C 0.36401 2.95534 1.93878 -0.19
H 1.23368 3.23809 2.49464 0.24
H -0.98142 4.14384 3.15015 0.27
V -0.07624 0.76152 -1.87448 0.99
I 0.88270 2.98447 -2.80362 0.21
F -2.25038 -5.21350 2.47111 -0.22
C -1.86565 -4.21880 1.65834 0.41
C -0.53959 -4.11978 1.27583 0.26
F 0.36483 -5.01695 1.70065 -0.25
C -0.11122 -3.10183 0.45234 0.33
F 1.15032 -2.98663 0.07569 -0.26
C -1.07200 -2.07384 -0.01970 0.40
O -0.73964 -1.16888 -0.67481 -0.59
C -2.43466 -2.24513 0.44749 0.31
F -3.31720 -1.28569 0.06239 -0.29
C -2.82054 -3.26719 1.23591 0.28
F -4.10613 -3.37745 1.62515 -0.25

---

Computed values of F_max (unit: eV/Å) for the preceding records, in sequence: 3.33, 5.52, 0.69, 2.27, 2.58, 7.31.
Computed values of molecular weight (unit: Da) for the preceding records, in sequence: 100.06, 108.18, 289.44, 950.86, 279.00, 547.16.